Record 1
This record from the Open Molecules 2025 dataset describes a 3-piece molecular cluster, C14H39BrFN10O2P2 overall. The level of theory is the ωB97M-V functional and the def2-TZVPD basis.

Computed properties:
Energy above the lowest of the compared OMol25 structures with the same formula, charge and spin = 105.5 kcal per mole
Highest occupied orbital energy = -9.580 eV
Charge = +1
Orbital gap = 5.7 eV

CARTESIAN COORDINATES (ANGSTROEM)
F (-5.313634, -0.657790, 0.966179)
C (-5.224231, -0.552629, -0.315914)
N (-4.774237, 0.564534, -0.893152)
C (-4.794086, 0.238366, -2.236250)
N (-4.394511, 1.073410, -3.178778)
Br (-4.416289, 0.509874, -4.943136)
N (-5.264733, -1.009320, -2.441261)
N (-5.546853, -1.494145, -1.207504)
H (-4.076451, 2.012084, -2.952261)
H (-5.432530, -1.556668, -3.278650)
H (-5.920920, -2.422393, -1.039544)
O (0.073150, 1.053864, 1.437891)
P (-0.402923, 0.287843, 2.665626)
N (-2.016852, 0.909979, 2.600588)
C (-2.946269, 1.064152, 3.705266)
C (-2.754522, 0.515111, 1.407109)
N (0.549753, 1.217161, 3.776300)
C (-0.006707, 2.326025, 4.530275)
C (1.885574, 1.576550, 3.300042)
N (-0.844266, -0.802209, 3.989327)
C (0.165829, -1.132020, 5.013160)
C (-1.287579, -2.103575, 3.427634)
H (-3.356291, 0.107700, 4.056069)
H (-3.791526, 1.687235, 3.397602)
H (-2.512649, 1.577401, 4.557346)
H (-3.230266, -0.464332, 1.532023)
H (-2.098171, 0.455884, 0.536732)
H (-3.531046, 1.244381, 1.166504)
H (-0.514530, 3.055744, 3.888693)
H (0.771191, 2.850078, 5.090036)
H (-0.693303, 1.964603, 5.299792)
H (1.868613, 2.454115, 2.644489)
H (2.339431, 0.748507, 2.752217)
H (2.544628, 1.791841, 4.145701)
H (1.110494, -1.453559, 4.568873)
H (-0.199071, -1.935059, 5.659721)
H (0.353535, -0.293095, 5.677565)
H (-0.465395, -2.636037, 2.943369)
H (-2.077277, -1.962167, 2.685042)
H (-1.709707, -2.738033, 4.208858)
O (0.691387, -1.436885, -2.608027)
P (2.072249, -0.829275, -2.372764)
N (1.549401, 0.811479, -2.503219)
C (2.346593, 1.955204, -2.907809)
C (0.615719, 1.234351, -1.459080)
N (2.705495, -1.379709, -3.893626)
C (2.774733, -0.516416, -5.057061)
C (2.266766, -2.712002, -4.305118)
N (3.697441, -0.302238, -1.910738)
C (4.858490, -1.119144, -2.312306)
C (3.773528, -0.191202, -0.430679)
H (3.063268, 2.270350, -2.138846)
H (1.695069, 2.809475, -3.113937)
H (2.894105, 1.788050, -3.830494)
H (1.138902, 1.571211, -0.560873)
H (-0.052844, 0.426609, -1.165361)
H (-0.017475, 2.056080, -1.811763)
H (1.811271, -0.044958, -5.286846)
H (3.099797, -1.072009, -5.940039)
H (3.542160, 0.249932, -4.925020)
H (1.275289, -2.695166, -4.771466)
H (2.231912, -3.391253, -3.452083)
H (2.975516, -3.141203, -5.019444)
H (4.726108, -2.173380, -2.058118)
H (5.764285, -0.758894, -1.816543)
H (5.061888, -1.033585, -3.376400)
H (3.691976, -1.168520, 0.052160)
H (2.970927, 0.441733, -0.041923)
H (4.710674, 0.277954, -0.126158)

Force components x, y, z for each atom (eV/Å):
-0.7 -0.7 -0.7
0.8 2.1 -1.0
-0.6 -1.8 -1.1
0.1 0.6 1.4
-0.1 -0.2 -0.6
0.1 0.3 0.3
0.2 0.5 -0.1
-0.4 -1.1 1.7
0.0 -0.3 0.0
0.1 0.3 0.1
0.1 0.2 -0.2
0.6 -3.9 -1.2
-1.6 7.0 3.5
-0.6 -0.5 -0.5
-0.1 -0.4 0.4
0.5 0.4 -0.3
0.8 0.0 0.5
-0.5 -0.3 0.3
0.0 -0.1 -0.2
1.7 -2.3 -1.9
0.3 0.2 0.4
-0.8 0.0 0.0
0.0 0.0 0.0
0.1 0.0 -0.2
0.2 -0.2 0.0
0.0 0.0 0.1
0.1 0.1 0.1
0.0 0.0 0.2
-0.1 0.1 0.1
0.2 -0.1 -0.2
-0.2 0.1 -0.1
0.1 0.0 -0.1
0.0 0.1 -0.1
-0.2 0.0 0.1
0.0 0.0 0.1
-0.2 -0.1 -0.3
0.0 0.1 -0.3
0.0 -0.1 0.1
0.1 0.2 0.0
0.1 0.1 0.0
0.7 -1.5 3.7
-0.7 3.6 -7.0
-0.4 0.3 0.5
0.6 0.0 0.2
-0.3 -0.1 -0.1
0.5 -0.7 -0.5
0.3 0.4 0.2
-0.1 0.0 0.3
-0.3 -2.5 2.4
0.3 -0.1 -0.4
-0.1 0.8 0.2
0.0 0.1 0.0
-0.2 -0.2 0.1
0.1 -0.2 0.1
-0.1 0.1 0.0
0.2 -0.1 0.0
0.1 0.0 -0.1
0.0 0.1 -0.1
-0.1 -0.2 0.2
-0.2 0.1 0.0
0.0 -0.1 0.0
-0.1 0.0 0.0
0.1 0.2 0.0
0.1 0.0 0.0
-0.3 0.1 0.3
-0.3 -0.1 0.0
0.2 0.0 0.1
-0.1 0.0 -0.1
0.0 -0.1 -0.1


Record 2
This record from the Open Molecules 2025 dataset describes a 6-piece molecular cluster, C19H32Cl2O15 overall. The level of theory is the ωB97M-V functional and the def2-TZVPD basis.

Computed properties:
Highest occupied orbital energy = -10.241 eV
SMILES = CCOC(=O)OC.CCOC(=O)OC.O=C1OCCO1.O=C1OCCO1.O=C1OCCO1.ClCCCl
Charge = 0
Orbital gap = 10.4 eV

CARTESIAN COORDINATES (ANGSTROEM)
C (3.740194, 4.537679, 3.110261)
C (3.534713, 4.481904, 1.620175)
O (2.178505, 4.886737, 1.376838)
C (1.806686, 4.903664, 0.100141)
O (2.435610, 4.426626, -0.818383)
O (0.650197, 5.529969, -0.000967)
C (0.108755, 5.650874, -1.338384)
H (2.935040, 3.998937, 3.611132)
H (3.751593, 5.558803, 3.492673)
H (4.691905, 4.111890, 3.430971)
H (3.784856, 3.519706, 1.171338)
H (4.177505, 5.192422, 1.090199)
H (-0.271727, 4.694565, -1.681645)
H (0.929846, 5.992387, -1.967300)
H (-0.629488, 6.436793, -1.231479)
C (-2.984621, 0.196242, 0.918669)
C (-2.846090, 0.701990, -0.490177)
O (-1.561135, 0.338602, -0.994128)
C (-0.634566, 1.279834, -1.202998)
O (-0.870472, 2.449519, -1.372889)
O (0.531589, 0.673361, -1.336769)
C (1.678975, 1.518867, -1.529037)
H (-3.947562, 0.457805, 1.357286)
H (-2.245088, 0.722670, 1.539297)
H (-2.753266, -0.857647, 1.061146)
H (-3.067541, 1.761023, -0.608119)
H (-3.565907, 0.202587, -1.143783)
H (1.877199, 2.166789, -0.677507)
H (1.482005, 2.229832, -2.333848)
H (2.465157, 0.833556, -1.813016)
O (-5.058488, -3.451991, 1.479253)
C (-4.204437, -3.533922, 2.295258)
O (-4.443787, -3.591161, 3.632776)
C (-3.210882, -3.663243, 4.336485)
C (-2.119497, -3.538002, 3.251835)
O (-2.892785, -3.408614, 2.054804)
H (-3.171017, -2.839436, 5.050175)
H (-3.117750, -4.584153, 4.909483)
H (-1.499157, -4.430299, 3.252598)
H (-1.537062, -2.622880, 3.307942)
O (8.108751, -2.214184, 0.254566)
C (7.348189, -1.510467, -0.310476)
O (6.516655, -1.928045, -1.298319)
C (5.739553, -0.825580, -1.758011)
C (5.933028, 0.191989, -0.627982)
O (7.183823, -0.188915, -0.080666)
H (6.133807, -0.419751, -2.689432)
H (4.702869, -1.119977, -1.877900)
H (5.114378, 0.156076, 0.099419)
H (5.939723, 1.228797, -0.961961)
O (-7.407503, -0.600699, -0.220578)
C (-6.511834, -1.362825, -0.358431)
O (-5.243787, -1.008499, -0.685163)
C (-4.402113, -2.166989, -0.682260)
C (-5.397848, -3.336308, -0.635846)
O (-6.619969, -2.702938, -0.258933)
H (-3.837084, -2.137561, -1.610909)
H (-3.750636, -2.141779, 0.190929)
H (-5.103181, -4.094175, 0.081323)
H (-5.512007, -3.745859, -1.639629)
Cl (-1.112464, -4.148510, -2.286090)
C (0.445979, -3.304181, -2.142173)
C (0.784862, -2.501884, -3.367690)
Cl (2.318474, -1.642503, -3.002131)
H (1.226465, -4.030854, -1.928153)
H (0.328120, -2.658513, -1.276839)
H (0.042604, -1.717946, -3.514900)
H (0.903149, -3.002236, -4.322091)

Force components x, y, z for each atom (eV/Å):
0.1 0.0 0.4
0.6 0.5 -0.3
0.0 -0.2 0.1
0.1 -0.1 -0.4
0.0 0.1 0.2
-0.3 -0.1 0.2
0.8 0.3 0.4
0.1 0.0 0.0
-0.2 0.1 -0.2
0.0 -0.2 -0.3
-0.5 -0.2 0.2
0.0 0.0 0.2
-0.2 0.0 0.0
-0.2 0.0 -0.3
-0.3 -0.2 -0.2
0.8 1.0 1.1
-1.0 -0.5 -0.8
0.7 -0.2 0.2
-1.0 0.0 -0.8
0.4 0.1 0.5
0.4 -0.1 0.4
-0.6 0.6 -0.6
-0.1 -0.2 -0.2
-0.1 0.0 0.0
-0.2 0.0 -0.3
0.5 0.1 0.2
0.3 0.1 0.1
0.1 -0.5 0.3
0.0 -0.2 -0.2
0.3 0.1 0.2
0.4 0.2 4.3
-0.1 0.9 1.7
0.3 -0.6 -0.4
0.5 0.5 0.5
-0.7 0.2 0.3
0.3 -0.7 -0.5
-0.1 0.0 -0.1
-0.3 -0.2 -0.2
0.1 0.1 -0.4
0.2 -0.1 0.3
0.4 -0.2 0.2
-0.2 -0.1 -0.4
-0.1 0.0 0.0
0.0 0.7 0.4
-0.8 0.4 -0.5
-0.2 0.1 0.4
0.1 -0.3 -0.1
0.0 -0.2 0.0
0.3 -0.4 0.3
0.4 -0.1 -0.2
-0.3 0.4 0.2
0.2 -0.7 -0.3
-0.4 -0.1 0.3
-0.2 -0.4 -0.3
0.3 0.0 -3.0
-0.1 0.0 0.0
0.2 -0.1 0.1
-0.1 0.0 -0.4
-0.5 -0.2 -1.9
-0.3 0.1 -0.2
-0.1 -0.2 -0.3
0.2 -0.3 0.3
-0.4 1.1 0.0
0.1 -0.1 -0.2
-0.1 -0.1 0.0
0.2 0.2 -0.1
0.0 0.0 0.1
0.1 -0.5 0.2


Record 3
This record from the Open Molecules 2025 dataset describes C22H27HfIN2OSb as an isolated structure. The level of theory is the ωB97M-V functional and the def2-TZVPD basis.

Computed properties:
Energy above the lowest of the compared OMol25 structures with the same formula, charge and spin = 0.0 kcal per mole
Highest occupied orbital energy = -17.114 eV
Charge = +3
Orbital gap = 6.5 eV

CARTESIAN COORDINATES (ANGSTROEM)
Hf (0.296630, 0.725297, 0.660638)
I (0.052462, 1.060318, 3.528874)
C (0.209046, 3.138923, 3.366186)
C (0.170610, 3.872138, 4.514554)
C (0.225982, 5.281103, 4.388206)
C (0.298201, 5.852706, 3.147620)
C (0.342927, 5.051893, 1.976794)
C (0.409011, 5.636370, 0.682382)
C (0.443130, 4.876074, -0.459081)
C (0.436146, 3.476997, -0.346363)
C (0.387020, 2.839961, 0.892116)
C (0.318402, 3.647063, 2.071864)
H (0.093590, 3.418858, 5.494170)
H (0.202807, 5.889779, 5.282131)
H (0.321240, 6.930694, 3.045727)
H (0.430503, 6.717903, 0.606558)
H (0.489939, 5.342492, -1.433548)
H (0.492392, 2.908920, -1.281709)
C (3.001666, 0.574080, -0.652892)
C (3.265514, -0.933323, -0.556002)
Sb (2.045030, -1.703691, 1.004584)
C (3.238246, -1.410408, 2.738735)
C (4.733735, -1.624331, 2.491467)
C (1.775408, -3.789150, 0.848847)
C (3.101213, -4.524830, 1.055031)
H (3.541493, 1.078606, -1.455791)
H (3.212130, 1.129806, 0.269665)
H (1.933767, 0.792462, -0.974177)
H (4.305340, -1.143288, -0.315206)
H (3.040325, -1.424826, -1.500603)
H (2.829929, -2.105388, 3.474657)
H (3.035545, -0.401496, 3.093661)
H (4.958914, -2.595882, 2.057126)
H (5.262834, -1.564679, 3.443418)
H (5.157156, -0.853955, 1.844784)
H (1.345247, -3.952542, -0.137865)
H (1.029089, -4.039474, 1.600460)
H (3.845643, -4.270182, 0.300287)
H (2.907778, -5.595179, 0.970903)
H (3.522780, -4.352929, 2.043518)
N (-6.761989, -0.901747, -0.432185)
C (-5.720468, -0.382128, -1.096277)
O (-5.692612, -0.020437, -2.248687)
C (-4.393084, -0.215292, -0.389301)
C (-3.989606, 1.057898, 0.018926)
C (-2.679493, 1.265770, 0.356913)
N (-1.763459, 0.252906, 0.307822)
C (-2.169526, -0.994456, -0.042958)
C (-3.468648, -1.258370, -0.386164)
H (-7.638233, -1.016977, -0.921722)
H (-6.708764, -1.168046, 0.535985)
H (-4.685537, 1.886963, 0.038260)
H (-2.324056, 2.240815, 0.657171)
H (-1.420657, -1.777464, -0.054500)
H (-3.751990, -2.261323, -0.680106)

Force components x, y, z for each atom (eV/Å):
-0.3 0.4 -0.1
0.1 -0.5 -0.4
0.0 -0.1 0.5
0.0 0.4 -0.1
0.0 -0.1 0.0
0.0 0.0 0.0
0.0 0.4 -0.2
0.0 0.0 0.0
0.0 0.0 0.0
0.0 -0.4 0.0
0.1 -0.3 0.6
0.1 0.1 -0.3
0.0 0.0 0.0
0.0 0.0 0.0
0.0 0.0 0.0
0.0 0.0 0.0
0.0 0.0 0.0
0.0 0.0 0.0
-0.3 -0.1 0.0
0.0 0.2 -0.3
0.0 0.5 0.4
0.3 0.0 0.0
0.0 0.1 0.1
0.1 -0.1 -0.2
-0.2 -0.2 -0.1
0.1 0.0 0.0
0.0 0.0 0.0
0.1 -0.1 0.0
0.1 0.1 0.0
0.0 -0.1 0.0
0.1 0.0 0.0
0.0 0.0 0.1
0.0 0.0 0.0
0.0 0.0 0.0
0.0 0.0 0.0
0.0 -0.2 0.0
0.0 -0.1 0.0
0.0 0.0 0.0
0.0 0.0 0.0
0.0 0.0 0.0
0.2 0.1 -0.1
-0.4 -0.1 0.1
0.1 0.0 0.0
-0.1 0.1 -0.2
0.0 0.1 0.0
-0.2 -0.3 -0.1
0.2 0.4 -0.1
-0.1 0.0 0.0
0.1 -0.2 0.0
0.0 0.0 0.0
0.0 0.0 0.0
0.0 0.0 0.0
0.1 0.0 0.0
0.1 0.0 0.0
0.0 0.0 0.0